The following is a quantum chemistry calculation of 2 unconnected molecules or ions with the total composition C10H27N4O5P2, from the Open Molecules 2025 dataset.

Geometry as XYZ:
```
48
C10H27N4O5P2 (ωB97M-V/def2-TZVPD)
C 3.02134 -1.80406 0.11817
C 2.20530 -0.74159 -0.66350
O 0.79196 -0.97511 -0.71946
C 0.47963 -2.23711 -1.19149
N -0.87519 -2.19416 -1.82662
C -1.86081 -1.59772 -0.82343
C -3.30985 -1.94490 -1.14805
P -4.34356 -1.51684 0.32441
N -4.46907 0.04001 0.42043
C -3.44004 -3.44492 -1.49882
N -2.54527 -3.61569 -2.69776
C -1.25642 -3.41570 -2.17733
N -0.47877 -4.53394 -2.02659
H 2.41531 -2.54474 0.63857
H 3.75259 -2.24877 -0.55682
H 3.59534 -1.27719 0.88278
H 2.64634 -0.59553 -1.65577
H 2.32737 0.21533 -0.16113
H 1.21488 -2.64578 -1.88899
H 0.44304 -2.91681 -0.32881
H -1.62383 -1.95422 0.18313
H -1.79202 -0.51176 -0.85564
H -3.66211 -1.41120 -2.03366
H -3.61851 -2.01924 1.43285
H -5.60994 -2.14016 0.21786
H -5.43390 0.34668 0.40622
H -2.97532 -4.04996 -0.70983
H -4.46493 -3.74608 -1.69788
H -2.72793 -2.83094 -3.32437
H 0.05304 -4.89324 -2.80100
H -0.49134 -4.97578 -1.12159
C 3.30171 4.76564 3.12206
O 3.58618 4.72094 1.70119
P 2.83070 3.62162 0.70735
O 3.87694 3.36810 -0.29653
O 1.73612 4.69930 0.15269
C 0.90166 5.42804 1.05751
O 1.82902 2.31808 0.41133
C 0.76455 2.06272 1.35133
H 4.24579 4.76399 3.66328
H 2.76951 5.68762 3.35502
H 2.70652 3.91472 3.45398
H 1.29183 6.43884 1.18147
H 0.83046 4.94696 2.03525
H -0.09781 5.49115 0.63058
H -0.04675 2.77936 1.20972
H 1.12294 2.11427 2.38088
H 0.38328 1.05981 1.16701
```

Kohn-Sham gap in eV: 6.9
Total charge: +1
Lowest unoccupied orbital energy in eV: -4.974
Strongest force on any atom in eV/A: 6.7
Molecular weight in g mol⁻¹: 345.3
E_HOMO in eV: -11.8466

natural (NBO) atomic charge list, values in e, 8 entries: number 1, C, carries -0.6651; number 2, C, carries -0.0873; number 3, O, carries -0.5348; number 4, C, carries 0.0994; number 5, N, carries -0.3287; number 6, C, carries -0.2353; number 7, C, carries -0.5773; number 8, P, carries 1.3244

---

The following is a quantum chemistry calculation of a molecular structure, C23H39F6O4PrSbSi, from the Open Molecules 2025 dataset.

Geometry as XYZ:
```
75
C23H39F6O4PrSbSi (ωB97M-V/def2-TZVPD)
Pr 1.67154 0.44242 1.10711
C 5.08999 -1.29215 2.05959
C 3.81439 -1.88627 1.51818
C 3.63067 -1.93664 0.12767
C 2.54352 -2.62833 -0.44424
C 2.47815 -2.88210 -1.93993
C 1.54384 -3.07898 0.44716
C 1.69085 -3.01304 1.82085
C 0.67716 -3.57288 2.73864
C 2.81797 -2.43944 2.32996
H 5.64807 -2.02055 2.62426
H 4.93199 -0.41047 2.68927
H 5.74493 -0.87872 1.23457
H 4.36641 -1.50584 -0.57093
H 2.98546 -3.86482 -2.05713
H 3.03166 -2.14119 -2.50882
H 1.45351 -2.99702 -2.28899
H 0.59313 -3.49950 0.04277
H 0.80813 -4.67781 2.81097
H -0.34969 -3.42445 2.39431
H 0.79869 -3.15737 3.74423
H 2.95713 -2.28521 3.38508
O 0.95328 3.58096 3.97974
C 1.13773 2.48004 3.43979
O 1.71008 2.48927 2.10831
C 0.64277 0.94041 4.01504
O 0.02283 0.66365 4.98736
O 0.90139 -0.15809 3.12749
F 2.66392 0.34357 -1.36199
Sb 3.85774 1.85635 -1.27049
F 5.35011 0.92252 -1.86048
F 3.34845 2.31185 -3.00805
F 4.94004 3.32155 -1.01733
F 2.37024 2.64147 -0.55948
F 4.04270 1.15837 0.52827
C -2.91811 3.01611 -1.59350
C -1.59550 2.49003 -1.07546
C -1.13916 3.42406 0.06797
C -0.52884 2.70846 -2.18205
Si -1.66412 0.61755 -0.49076
C -1.77072 -0.55460 -2.05084
C -0.42915 -0.66153 -2.80854
C -2.81208 -0.06245 -3.08820
C -2.06591 -2.00725 -1.58478
C -3.12272 0.28888 0.75962
C -3.51056 1.45033 1.70004
C -4.42982 -0.07881 0.02929
C -2.68691 -0.89388 1.63331
H -2.76017 3.94332 -2.11970
H -3.61385 3.20622 -0.81936
H -3.38833 2.30322 -2.25872
H -1.12092 4.48721 -0.26894
H -0.11873 3.17201 0.40350
H -1.81077 3.44183 0.94944
H -0.57007 3.76121 -2.44044
H -0.68107 2.11899 -3.06909
H 0.45737 2.49263 -1.75567
H 0.03995 0.29962 -3.11388
H -0.52581 -1.28065 -3.70515
H 0.32285 -1.10549 -2.14225
H -2.36191 0.72688 -3.69974
H -3.68694 0.35331 -2.62152
H -3.07810 -0.95494 -3.63792
H -1.18972 -2.36997 -1.02409
H -2.14551 -2.59893 -2.52007
H -2.99879 -2.20628 -1.01875
H -3.87420 2.29373 1.13435
H -2.69660 1.73555 2.36624
H -4.36099 1.10162 2.36372
H -4.73229 0.73891 -0.63143
H -5.20023 -0.21046 0.80534
H -4.32213 -0.98748 -0.55103
H -1.82568 -0.62091 2.23240
H -2.47932 -1.84698 1.08012
H -3.47321 -1.13260 2.37380
```

Kohn-Sham gap (alpha / beta) in eV: 7.8 / 7.1
Spin multiplicity: 4
Lowest unoccupied orbital energy (alpha / beta) in eV: -0.914 / -2.652
Strongest force on any atom in eV/A: 4.6
Molecular weight in g mol⁻¹: 784.3
Expectation value of S²: 3.753
E_HOMO (alpha / beta) in eV: -8.7012 / -9.7313

Löwdin atomic charge list, values in e, 8 entries: number 1, Pr, carries 1.2950; number 2, C, carries -0.0313; number 3, C, carries -0.2880; number 4, C, carries -0.0599; number 5, C, carries -0.2542; number 6, C, carries -0.0296; number 7, C, carries -0.0084; number 8, C, carries -0.3117